No. 1
This record from the Open Molecules 2025 dataset describes a structure of composition C23H16BaFN4O2S2 at a distorted geometry. The level of theory is ωB97M-V/def2-TZVPD.

Atoms and positions in Å:
O -2.036 -0.381 3.514
N -0.027 -0.564 -3.631
H -0.491 -4.926 -2.476
C -1.584 -0.212 2.383
H 0.299 0.737 -6.703
C -0.226 -3.697 -5.618
S -0.244 -2.434 -1.196
H 4.903 3.133 1.182
C -0.262 -2.857 -2.865
H -0.470 -5.657 -4.825
C -0.390 -4.188 -3.261
Ba -0.068 0.726 -0.662
C 0.112 0.329 -4.584
H 2.988 2.538 -0.378
C 0.211 1.776 -4.184
C 4.091 1.945 2.735
H -3.419 0.080 -1.805
H 2.806 0.977 4.232
H 1.021 1.948 -3.477
C -0.099 -2.327 -5.291
C -2.548 -0.621 1.259
C -0.123 -1.890 -3.939
C 3.301 0.398 0.233
C -4.213 -2.190 0.550
H -3.287 -2.187 2.500
C 4.160 2.397 1.467
N -0.375 0.222 1.965
C 1.986 0.806 2.322
C 2.968 1.155 3.178
H -0.695 2.112 -3.677
H -4.880 -1.897 -1.485
C -3.362 -1.723 1.528
O 0.587 0.122 4.084
H -0.201 -4.002 -6.658
C -3.436 -0.447 -0.856
N 2.160 0.940 0.920
C 3.292 1.869 0.424
H 0.094 -1.656 -7.330
C 0.170 -0.032 -5.950
S 4.343 -0.864 0.570
C 0.657 0.348 2.885
H -4.829 -3.063 0.731
C -4.254 -1.543 -0.678
N -2.617 0.022 0.091
C 0.060 -1.344 -6.290
C -0.373 -4.599 -4.599
H 4.813 2.285 3.469
F 0.273 2.919 -1.307
H 0.369 2.414 -5.054

Properties
orbital gap (spin up / spin down): 4.02 / 5.54 eV
spin multiplicity: 2
molar mass: 600.87 g/mol
HOMO level (spin up / spin down): 0.11 / -1.41 eV
total charge: -2

Löwdin population analysis, charges in e, atoms 1 to 2: 0.025, 0.094

No. 2
This record from the Open Molecules 2025 dataset describes a cluster of 2 separate species, C6H16NO in total at a distorted geometry. The level of theory is ωB97M-V/def2-TZVPD.

Atoms and positions in Å:
H 1.384 2.039 -1.007
H -1.424 1.934 -1.182
C -1.952 -2.187 0.600
H 0.894 -0.427 -0.251
H 3.468 -0.895 1.389
H -1.438 -1.859 1.542
H -0.491 1.017 -2.278
O 2.872 -1.029 0.645
H -2.209 0.705 -2.254
C 0.511 1.410 0.769
H 2.568 -1.939 0.658
H -2.904 -1.121 -1.114
C -1.200 -0.054 -0.452
H 0.871 1.486 1.785
C 0.046 0.058 0.330
C -2.063 -1.076 -0.390
H -0.239 2.185 0.533
H -0.039 -0.702 1.133
N 1.808 1.710 -0.101
H 2.438 2.415 0.274
H -2.873 -2.672 0.891
H 2.463 0.875 -0.154
C -1.344 0.937 -1.610
H -1.147 -2.810 0.244

Properties
orbital gap: 8.88 eV
molar mass: 118.20 g/mol
HOMO level: -12.25 eV
total charge: +1

Löwdin population analysis, charges in e, atoms 1 to 2: 0.174, 0.064

No. 3
This record from the Open Molecules 2025 dataset describes a structure of composition C33H57HfN4OP2 at a distorted geometry. The level of theory is ωB97M-V/def2-TZVPD.

Atoms and positions in Å:
H -4.263 1.606 -0.988
H 0.292 2.219 2.617
H -1.374 -1.967 -3.069
H -0.517 -0.377 5.836
H 4.702 0.835 1.251
H 0.675 2.453 -1.768
H -3.589 -4.266 2.422
H 2.384 4.813 0.620
C 4.557 1.775 1.795
H 3.249 4.145 2.418
H -2.430 -5.003 -1.006
H -0.999 0.093 2.951
C 0.522 -3.282 -1.539
H 5.200 1.750 2.690
H 4.396 2.050 -0.949
C -0.823 -1.328 5.378
H -1.918 -1.329 5.282
H 2.932 -0.171 2.844
H -1.746 4.110 1.519
C 1.181 3.334 -1.365
C -1.011 -3.352 -1.416
C -3.157 3.037 0.221
H -4.898 -2.212 -0.223
H 1.037 -3.460 -0.583
H -0.916 -5.470 -1.788
C -1.652 -2.977 -2.748
C -1.205 0.208 -4.318
H 1.523 0.659 -6.308
C -0.970 2.270 0.880
H -1.874 -3.793 2.437
H -4.333 -2.161 2.715
H 1.987 3.436 3.462
H 1.726 -2.978 1.856
H 3.580 2.775 -2.362
H 1.189 2.667 -4.856
H -0.193 0.384 -6.629
C 3.424 2.195 -1.439
H 4.904 2.611 1.179
H -2.498 -4.857 1.146
C 0.617 0.194 -5.914
C 2.420 2.955 -0.545
P 1.893 1.756 0.845
C -4.312 -3.101 0.032
H -4.105 -0.839 1.556
C -3.157 -2.757 1.003
H -4.998 -3.810 0.520
C 2.820 0.822 3.291
C -2.732 -3.999 1.786
H 1.494 3.952 -2.221
H 3.703 3.262 3.871
C 0.193 0.763 -4.572
O 3.736 -1.175 0.179
H -1.251 -0.852 -4.626
C 0.360 2.549 1.563
H -2.747 -3.027 -2.715
C 1.056 -2.390 2.468
H 0.462 3.919 -0.779
Hf 0.569 -0.289 -0.098
H 0.885 -2.348 -1.999
C -3.375 1.816 -0.404
N -0.182 -1.533 4.087
H 3.545 0.905 4.117
C -2.756 -0.605 -0.475
H -2.759 -1.329 2.603
C 1.192 0.377 -3.385
C -1.352 -4.798 -1.029
H -0.899 -5.078 -0.067
H 0.841 -4.095 -2.211
H 3.041 1.217 -1.742
C 2.600 -0.871 0.152
C 2.986 3.281 3.035
C -1.971 3.223 0.931
H -0.410 2.513 -5.621
H 0.758 -0.889 -5.841
C -3.614 -1.699 2.023
H -1.307 -3.667 -3.537
P -1.721 -1.999 -0.052
H -3.647 -0.764 -1.107
H -3.896 3.837 0.192
H 0.548 3.635 1.587
H -0.531 -2.144 6.053
C 3.110 1.941 2.284
H -0.328 2.796 -3.874
C 0.703 -2.559 3.771
H 1.819 0.910 3.726
H 0.985 -3.301 4.499
C -0.353 -0.777 2.987
H -1.948 0.723 -4.945
N 1.105 0.084 -2.208
H 4.024 4.079 0.470
C 3.064 4.248 -0.033
H -1.525 0.309 -3.265
H -3.976 -3.569 -0.905
N -1.172 1.087 0.257
N 0.407 -1.254 1.973
C -2.438 0.763 -0.231
H 3.271 4.881 -0.912
C 0.164 2.280 -4.712

Properties
orbital gap (spin up / spin down): 4.11 / 4.18 eV
molar mass: 766.28 g/mol
HOMO level (spin up / spin down): -14.86 / -14.93 eV
total charge: +3

Löwdin population analysis, charges in e, atoms 1 to 2: 0.128, 0.093